# 1
This record from the Open Molecules 2025 dataset describes a cluster of 3 separate species, C2H9OS in total. The level of theory is ωB97M-V with the def2-TZVPD basis set.

Values from the calculation:
E_HOMO (Ha): -0.5749
Total charge: +1
Spin multiplicity: 1
Lowest unoccupied orbital energy (eV): -6.4903

```
13
C2H9OS, DFT ωB97M-V with the def2-TZVPD basis set
O 1.14837 1.70711 2.13066
H 1.56916 1.21424 2.79602
H -3.36821 4.25308 2.65070
H 0.64141 2.22836 2.78492
C -0.21753 -2.04186 -1.66468
C 0.06175 -1.36858 -0.42381
S -0.25558 0.21498 -0.64151
H 0.42167 -3.00066 -1.69543
H -0.10003 -1.46697 -2.59802
H -1.09968 -2.62837 -1.70185
H -2.76100 3.89242 2.78542
H 0.60859 -2.01484 0.32677
H -0.07480 0.88878 0.40136
```

---

# 2
This record from the Open Molecules 2025 dataset describes an isolated molecule of C2H3ClFNS. The level of theory is ωB97M-V with the def2-TZVPD basis set.

Values from the calculation:
E_HOMO (Ha): -0.3443
Spin multiplicity: 1
Structure (SMILES): F[C@@H](Cl)/C=N\S
Lowest unoccupied orbital energy (eV): 0.3727

```
9
C2H3ClFNS, DFT ωB97M-V with the def2-TZVPD basis set
C 0.04537 0.86699 0.04615
C 1.09802 -0.15446 0.45137
H -3.04369 -0.58477 -0.88201
H 0.36896 1.88657 0.02018
H 1.74562 0.26033 1.28521
N -1.10311 0.60049 -0.42863
F 0.45785 -1.26723 0.87469
S -1.79883 -0.95512 -0.51578
Cl 2.22980 -0.65280 -0.85119
```

---

# 3
This record from the Open Molecules 2025 dataset describes a structure of composition C7H7N. The level of theory is ωB97M-V with the def2-TZVPD basis set.

Values from the calculation:
E_HOMO (Ha): -0.3175
Spin multiplicity: 1
Lowest unoccupied orbital energy (eV): 0.7342

```
15
C7H7N, DFT ωB97M-V with the def2-TZVPD basis set
C -3.04623 0.17054 -0.16694
C -1.78246 -0.14167 -0.22269
C -0.41999 -0.07696 -0.82445
C 0.17651 0.76451 0.42304
C 0.74659 -1.09994 -0.09899
C 2.13942 -0.29678 -0.30529
C 1.66736 1.01698 -0.13473
H -3.93482 0.01028 0.09670
H -0.04750 0.10266 -1.77154
H -0.33824 1.83533 0.74120
H -0.62971 -0.72304 1.58391
H 0.83282 -2.22306 -0.08972
H 3.12563 -0.76820 -0.61340
H 2.22831 1.88368 -0.44129
N 0.26804 -0.30540 1.21064
```

---

# 4
This record from the Open Molecules 2025 dataset describes an isolated molecule of C3H7N3O. The level of theory is ωB97M-V with the def2-TZVPD basis set.

Values from the calculation:
E_HOMO (Ha): -0.3317
Spin multiplicity: 1
Structure (SMILES): [H]/N=C\N/N=C\CO
Lowest unoccupied orbital energy (eV): 0.8021

```
14
C3H7N3O, DFT ωB97M-V with the def2-TZVPD basis set
C 1.58604 -0.24832 0.50067
C 1.18591 1.04425 -0.29266
C -1.51337 -0.44920 -0.25853
H 1.14256 -1.66837 -0.70087
H 0.80884 -0.56235 1.21660
H 2.48259 0.00200 1.04737
H 1.89613 1.62417 -0.78223
H -1.91041 1.49085 0.20930
H -0.76437 -1.02477 -0.77627
H -3.18082 -0.31071 0.43641
N 0.01943 1.57199 -0.31779
N -1.08896 0.88290 0.14220
N -2.64073 -1.01720 -0.08358
O 1.97715 -1.33525 -0.34062
```

---

E_HOMO of number 4 (C3H7N3O)?
-0.3317 Ha

---

What is the spin multiplicity in the third record?
1